Entry from the OMol25 dataset: a structure of composition C43H54Cl3N8O3S3Si2V in a non-equilibrium geometry (ωB97M-V/def2-TZVPD).

XYZ file:
```
117
Properties=species:S:1:pos:R:3:lowdin_charge:R:1
V -0.052 -0.093 0.184 0.868
C 0.644 1.589 3.796 -0.162
Si 1.307 -0.052 3.242 0.436
C 2.808 -0.225 4.373 -0.203
C 0.270 -1.431 3.952 -0.160
N 1.452 -0.166 1.465 -0.151
C 2.722 -0.125 0.798 -0.283
C 3.981 -0.069 1.406 -0.053
C 5.164 -0.046 0.680 -0.113
C 5.119 -0.078 -0.699 -0.112
C 3.884 -0.129 -1.326 -0.081
C 2.679 -0.143 -0.612 -0.300
N 1.382 -0.186 -1.184 -0.192
Si 1.352 -0.282 -2.950 0.388
C 2.212 -1.847 -3.552 -0.163
C 2.094 1.235 -3.751 -0.170
C -0.312 -0.523 -3.794 -0.189
H 0.580 1.572 4.892 0.042
H -0.332 1.877 3.407 -0.018
H 1.356 2.374 3.515 0.047
H 2.382 -0.234 5.385 0.035
H 3.500 0.620 4.322 0.032
H 3.370 -1.156 4.242 0.036
H 0.085 -1.197 5.009 0.044
H 0.854 -2.355 3.921 0.024
H -0.695 -1.613 3.486 -0.014
H 4.059 -0.043 2.470 0.049
H 6.113 -0.001 1.203 0.095
H 6.027 -0.056 -1.290 0.096
H 3.874 -0.137 -2.403 0.052
H 3.287 -1.896 -3.374 0.024
H 2.037 -1.950 -4.631 0.036
H 1.763 -2.723 -3.064 0.011
H 3.175 1.317 -3.629 0.023
H 1.638 2.121 -3.297 0.006
H 1.868 1.242 -4.824 0.032
H -0.611 -1.579 -3.815 0.021
H -0.163 -0.204 -4.835 0.043
H -1.121 0.071 -3.370 -0.043
C -7.891 2.064 -0.149 -0.051
C -6.461 2.272 0.285 -0.272
C -6.156 2.770 1.546 -0.032
C -4.836 2.950 1.949 -0.052
C -3.808 2.638 1.076 -0.274
C -4.090 2.155 -0.199 -0.061
C -5.407 1.974 -0.582 -0.039
S -2.121 2.837 1.615 0.575
O -1.483 3.823 0.799 -0.323
O -2.215 3.085 3.032 -0.319
N -1.420 1.389 1.347 -0.159
C -2.014 0.303 1.955 -0.397
C -2.981 0.241 2.988 0.008
C -3.518 -0.979 3.315 -0.043
C -3.094 -2.147 2.669 -0.074
C -2.086 -2.022 1.754 -0.151
N -1.544 -0.842 1.430 -0.030
H -8.586 2.245 0.672 0.074
H -8.047 1.044 -0.508 0.078
H -8.153 2.741 -0.965 0.082
H -6.961 3.010 2.232 0.112
H -4.598 3.322 2.939 0.114
H -3.265 1.940 -0.872 0.048
H -5.633 1.589 -1.574 0.112
H -3.272 1.143 3.505 0.100
H -4.270 -1.035 4.093 0.113
H -3.499 -3.120 2.911 0.100
H -1.653 -2.889 1.268 0.109
C -1.620 5.533 -3.789 -0.074
N -1.052 4.408 -3.054 -0.031
C -1.453 3.122 -2.972 -0.768
S -0.775 2.177 -1.758 0.742
N -2.393 2.607 -3.804 -0.028
C -2.979 3.145 -5.027 -0.076
H -0.968 6.385 -3.619 0.088
H -2.620 5.798 -3.441 0.089
H -1.643 5.354 -4.857 0.067
H -0.480 4.647 -2.259 0.111
H -2.469 1.613 -3.686 0.089
H -3.500 4.079 -4.854 0.070
H -3.717 2.423 -5.372 0.086
H -2.244 3.281 -5.822 0.087
Cl -7.542 -3.572 -0.224 0.685
C -6.060 -4.240 -0.828 -0.658
C -5.060 -4.609 0.054 -0.080
C -3.878 -5.125 -0.450 0.004
C -3.662 -5.271 -1.816 -0.191
C -2.316 -5.730 -2.337 -0.273
C -1.482 -4.568 -2.895 -0.054
N -1.523 -3.312 -2.143 -0.035
C -2.582 -2.420 -2.156 -0.031
C -2.176 -1.349 -1.441 -0.113
N -0.892 -1.571 -0.979 -0.052
C -0.530 -2.750 -1.426 -0.146
O -1.647 -6.538 -1.388 -0.093
C -0.672 -5.951 -0.548 -0.189
C -0.416 -6.895 0.584 -0.313
C 0.336 -6.566 1.661 -0.990
Cl 1.101 -5.056 1.910 0.688
S 0.489 -7.842 2.789 1.009
C -0.477 -8.861 1.813 -0.408
C -0.890 -8.240 0.675 -0.125
C -4.704 -4.919 -2.667 -0.597
Cl -4.527 -5.062 -4.396 0.734
C -5.900 -4.404 -2.191 -0.130
H -5.201 -4.485 1.120 0.107
H -3.104 -5.428 0.244 0.122
H -2.477 -6.385 -3.190 0.138
H -1.856 -4.345 -3.891 0.114
H -0.447 -4.888 -3.001 0.139
H -3.489 -2.604 -2.709 0.126
H -2.709 -0.437 -1.220 0.108
H 0.434 -3.207 -1.262 0.148
H -0.989 -4.979 -0.161 0.094
H 0.257 -5.785 -1.105 0.133
H -0.692 -9.869 2.136 0.069
H -1.513 -8.699 -0.081 0.116
H -6.690 -4.133 -2.878 0.108
```

Output
LUMO energy (alpha / beta)   0.000 / 0.000 Ha
Expectation value of S²   2.031
HOMO level (alpha / beta)   -6.5 / -6.4 eV
Gap between HOMO and LUMO (alpha / beta)   6.47 / 6.43 eV
2S+1   3
Energy   -175051.1146 eV

Entry from the OMol25 dataset: a cluster of 2 separate species, C3H3NO2 in total in a non-equilibrium geometry (ωB97M-V/def2-TZVPD).

XYZ file:
```
9
Properties=species:S:1:pos:R:3:lowdin_charge:R:1
O 0.534 -1.551 0.979 -0.010
C -0.403 -0.567 0.797 -0.252
C 0.924 1.524 -0.411 0.034
O 1.901 1.708 0.131 0.095
C -1.038 -0.290 -0.328 -0.216
N -1.403 0.194 -1.404 0.113
H 0.843 -1.861 0.118 0.106
H -0.679 -0.073 1.720 0.124
H -0.679 0.916 -1.602 0.005
```

Output
LUMO energy   0.022 Ha
HOMO level   -8.7 eV
Gap between HOMO and LUMO   9.31 eV
2S+1   1
Energy   -8742.0357 eV
ΔE to the lowest compared entry with this formula, charge and spin   71.4 kcal/mol

Entry from the OMol25 dataset: a structure of composition C3H10N2S in a non-equilibrium geometry (ωB97M-V/def2-TZVPD).

XYZ file:
```
16
Properties=species:S:1:pos:R:3:lowdin_charge:R:1
C -1.149 -1.946 0.007 -0.158
C 1.406 1.594 -0.778 -0.169
C 0.176 -1.339 -0.209 -0.164
N -1.341 1.429 -0.397 -0.310
N 0.034 1.020 1.811 -0.296
S -0.036 0.917 0.245 0.683
H -1.398 -2.325 1.048 0.106
H -1.837 -1.125 -0.160 0.051
H -1.372 -2.712 -0.582 0.018
H 1.632 2.591 -0.458 0.035
H 2.103 0.933 -0.370 -0.001
H 1.397 1.561 -1.937 0.100
H 0.441 -1.203 -1.227 0.050
H 0.959 -1.703 0.320 0.025
H -1.981 1.400 0.476 0.038
H 0.966 0.907 2.213 -0.008
```

Output
LUMO energy   0.022 Ha
HOMO level   -8.3 eV
Gap between HOMO and LUMO   8.92 eV
2S+1   1
Energy   -17083.7545 eV
ΔE to the lowest compared entry with this formula, charge and spin   111.8 kcal/mol

Entry from the OMol25 dataset: a cluster of 2 separate species, C5H6N in total in a non-equilibrium geometry (ωB97M-V/def2-TZVPD).

XYZ file:
```
12
Properties=species:S:1:pos:R:3:lowdin_charge:R:1
C -1.989 -0.098 1.784 -0.317
C -2.564 0.167 2.872 0.251
C -0.622 -0.372 1.356 -0.177
C -1.572 -0.334 0.317 -0.050
C -0.414 0.646 0.300 -0.145
N 0.728 0.270 -0.602 0.267
H 0.231 -1.487 2.194 0.320
H -2.365 -0.597 -0.337 0.157
H -0.710 1.692 0.329 0.175
H 1.562 0.676 -0.076 0.219
H 0.768 0.695 -1.463 0.139
H 0.950 -0.686 -0.694 0.159
```

Output
LUMO energy   -0.168 Ha
HOMO level   -13.8 eV
Gap between HOMO and LUMO   9.27 eV
2S+1   1
Total charge   +1
Energy   -6755.3486 eV
ΔE to the lowest compared entry with this formula, charge and spin   226.7 kcal/mol

Please write out number 3 again, unchanged.
Entry from the OMol25 dataset: a structure of composition C3H10N2S in a non-equilibrium geometry (ωB97M-V/def2-TZVPD).

XYZ file:
```
16
Properties=species:S:1:pos:R:3:lowdin_charge:R:1
C -1.149 -1.946 0.007 -0.158
C 1.406 1.594 -0.778 -0.169
C 0.176 -1.339 -0.209 -0.164
N -1.341 1.429 -0.397 -0.310
N 0.034 1.020 1.811 -0.296
S -0.036 0.917 0.245 0.683
H -1.398 -2.325 1.048 0.106
H -1.837 -1.125 -0.160 0.051
H -1.372 -2.712 -0.582 0.018
H 1.632 2.591 -0.458 0.035
H 2.103 0.933 -0.370 -0.001
H 1.397 1.561 -1.937 0.100
H 0.441 -1.203 -1.227 0.050
H 0.959 -1.703 0.320 0.025
H -1.981 1.400 0.476 0.038
H 0.966 0.907 2.213 -0.008
```

Output
LUMO energy   0.022 Ha
HOMO level   -8.3 eV
Gap between HOMO and LUMO   8.92 eV
2S+1   1
Energy   -17083.7545 eV
ΔE to the lowest compared entry with this formula, charge and spin   111.8 kcal/mol

Repeat the second record exactly.
Entry from the OMol25 dataset: a cluster of 2 separate species, C3H3NO2 in total in a non-equilibrium geometry (ωB97M-V/def2-TZVPD).

XYZ file:
```
9
Properties=species:S:1:pos:R:3:lowdin_charge:R:1
O 0.534 -1.551 0.979 -0.010
C -0.403 -0.567 0.797 -0.252
C 0.924 1.524 -0.411 0.034
O 1.901 1.708 0.131 0.095
C -1.038 -0.290 -0.328 -0.216
N -1.403 0.194 -1.404 0.113
H 0.843 -1.861 0.118 0.106
H -0.679 -0.073 1.720 0.124
H -0.679 0.916 -1.602 0.005
```

Output
LUMO energy   0.022 Ha
HOMO level   -8.7 eV
Gap between HOMO and LUMO   9.31 eV
2S+1   1
Energy   -8742.0357 eV
ΔE to the lowest compared entry with this formula, charge and spin   71.4 kcal/mol

Among the records above, which one has the highest 2S+1?
C43H54Cl3N8O3S3Si2V

Which value of energy does entry 3 give?
-17083.7545 eV